C4H12 | the ωB97M-V functional and the def2-TZVPD basis

```
16
Properties=species:S:1:pos:R:3:forces:R:3
C 0.9556 -2.5002 0.0363 -0.4987 0.2445 -1.3840
C 0.0152 -1.7510 0.9563 0.0708 -0.3034 1.1778
H 0.5575 -3.4693 -0.2506 0.0191 -0.2653 0.2038
H 0.9743 -1.9566 -0.9148 0.3254 0.0083 0.0242
H 1.9899 -2.6201 0.3437 -0.0826 0.0386 0.4266
H -0.7559 -1.1913 0.4691 -0.1312 0.3689 -0.7791
H -0.5811 -2.4037 1.5939 0.3841 -0.2606 0.3093
H 0.5583 -1.0556 1.5963 -0.0719 0.0342 0.0609
C -0.5980 1.3823 -0.6252 2.0530 -0.4276 0.8016
C -0.4010 2.8697 -0.3716 -1.7152 0.4827 -0.0614
H 0.4194 1.0069 -0.4600 0.0200 -0.4389 -0.2757
H -1.1294 0.8385 0.1475 -0.6571 0.2552 -0.1282
H -0.8237 1.0422 -1.6284 -0.6117 0.3277 -0.0938
H -1.3098 3.3643 -0.0046 -0.0866 -0.1831 -0.1243
H 0.3187 3.0603 0.4170 0.4226 -0.0117 -0.2455
H -0.1898 3.3836 -1.3050 0.5599 0.1306 0.0878
```
Positions in Å, forces in eV/Å.

Properties
HOMO-LUMO gap, hartree: 0.46007
LUMO energy, eV: 1.16
ΔE to the lowest compared entry with this formula, charge and spin, kcal per mole: 11.0
HOMO level, eV: -11.36
SMILES: CC.CC
Charge: 0
Total energy, Ha: -159.56738
Molar mass, g/mol: 60.140

Löwdin population analysis, charges in e, atoms 1 to 2: atom 1 (C): -0.163, atom 2 (C): -0.179

***

H36O18 | the ωB97M-V functional and the def2-TZVPD basis

```
54
Properties=species:S:1:pos:R:3:forces:R:3
O -0.5067 4.9966 0.7681 -0.4679 0.3431 -0.2104
H 0.1861 5.6126 0.5299 0.1267 0.1662 -0.0270
H -0.0457 4.1809 0.9638 0.2758 -0.3885 0.3105
O 1.4724 0.2338 2.0096 0.4987 0.1999 0.4356
H 1.6739 -0.5939 2.4462 0.2606 -0.2764 0.2408
H 0.6339 0.0779 1.5749 -0.4904 0.0197 -0.3374
O -2.4358 2.1661 1.1045 -0.0528 0.0018 0.1251
H -1.6460 1.7188 0.8005 0.3071 -0.2958 -0.2381
H -2.7726 2.6128 0.3278 -0.1275 0.1903 -0.1302
O -0.5936 -1.5774 3.6816 0.0389 0.1043 -0.2467
H -0.1218 -2.3533 3.9843 -0.0944 -0.2703 -0.0238
H -0.7666 -1.0758 4.4783 -0.0990 0.2762 0.2234
O 1.1822 2.6995 0.9266 -0.1602 0.9095 -0.2979
H 0.6804 2.3699 0.1810 -0.0660 -0.1848 -0.2979
H 1.3701 1.9218 1.4520 0.1102 -0.6741 0.5194
O 3.8899 3.0489 1.2667 0.6781 -0.2871 -0.1044
H 4.0106 2.8022 2.1836 0.1108 0.0252 0.2797
H 2.9730 3.3176 1.2091 -0.5923 0.0534 -0.2364
O 2.4486 -2.5729 3.0282 -0.1199 0.2453 -0.0919
H 2.0625 -2.7972 3.8749 0.0552 -0.0214 0.2940
H 2.7290 -3.4119 2.6625 0.1429 -0.1984 -0.1657
O 1.3264 -0.0883 -1.7667 -0.8979 -0.6347 -0.0300
H 1.4032 0.4388 -2.5620 0.0925 0.5731 -0.2481
H 2.1909 -0.0352 -1.3592 0.8356 -0.1399 0.7119
O -0.5436 0.2863 0.1920 -0.4344 0.1266 0.5769
H -1.0160 -0.4659 0.5488 -0.5223 -0.3488 0.0703
H 0.0309 -0.0863 -0.4768 0.6311 0.0100 -0.8485
O -6.0885 -3.0736 0.5153 -0.2790 -0.0913 -0.0284
H -5.9960 -2.9430 -0.4284 -0.0366 0.0397 -0.2201
H -5.1924 -3.0441 0.8506 0.3843 0.0962 0.3610
O -0.3218 -1.9955 -2.9577 -0.5981 -0.5042 -0.1701
H 0.1712 -2.7759 -3.2112 0.0323 -0.3140 -0.1740
H 0.3485 -1.3544 -2.7215 0.4667 0.5022 0.6177
O 2.5411 -1.0095 -5.0692 0.2187 -0.4545 -0.3984
H 2.5612 -0.1653 -4.6184 -0.0778 0.2240 0.1740
H 1.9035 -1.5283 -4.5788 -0.1390 -0.1408 0.0302
O 1.9766 1.4087 -3.8432 0.0207 0.3097 -0.2614
H 2.7634 1.9321 -3.9958 0.3701 0.2564 0.1874
H 1.3443 1.7335 -4.4842 -0.3364 0.0980 -0.2588
O -2.4987 -1.7164 -5.0556 -0.3395 -0.1154 -0.2342
H -2.0984 -0.9560 -5.4772 0.0669 0.1357 -0.1164
H -2.0252 -1.8094 -4.2289 0.3252 -0.0162 0.3417
O -3.0526 -2.5998 2.0946 -0.6296 -0.0932 0.1505
H -2.5383 -2.6129 1.2874 0.3072 -0.1964 -0.2768
H -2.6582 -1.9030 2.6192 0.1038 0.1379 0.2602
O -3.3406 3.3299 3.3842 -0.2628 0.2137 0.8543
H -3.6748 3.9265 2.7145 0.0401 0.0574 -0.1482
H -2.5988 2.8919 2.9668 0.0173 -0.0873 -0.4180
O -1.1926 -3.0831 0.1383 0.1071 0.1602 -0.0531
H -0.4102 -3.5382 0.4498 0.1363 -0.1257 0.2453
H -1.0968 -3.0654 -0.8139 -0.0470 0.1997 -0.5353
O 3.5608 0.1120 -0.1683 0.1302 -0.2617 -0.4572
H 4.2282 -0.4676 0.1989 0.0989 -0.2024 -0.0225
H 3.5694 0.8801 0.4028 -0.1189 0.6475 0.2972
```
Positions in Å, forces in eV/Å.

Properties
HOMO-LUMO gap, hartree: 0.35313
LUMO energy, eV: -0.59
ΔE to the lowest compared entry with this formula, charge and spin, kcal per mole: 41.6
HOMO level, eV: -10.20
Charge: 0
Total energy, Ha: -1375.92062
Molar mass, g/mol: 324.270

Löwdin population analysis, charges in e, atoms 1 to 2: atom 1 (O): -0.059, atom 2 (H): 0.027

***

C56H112O21S7 | the ωB97M-V functional and the def2-TZVPD basis

```
196
Properties=species:S:1:pos:R:3:forces:R:3
C -3.7186 -0.1148 3.4211 0.7477 0.2731 -0.1660
C -5.2446 0.0108 3.2787 0.3622 0.1943 -0.0282
C -5.7404 -1.2951 3.8685 -0.8478 -0.5279 0.4246
O -4.7286 -1.7369 4.7796 -0.3172 -0.0721 -0.7352
C -3.4761 -1.4372 4.1415 -1.0672 0.1868 0.3133
H -3.3354 0.7379 3.9907 0.1172 -0.2372 -0.0845
H -3.1633 -0.1722 2.4874 -0.1936 0.4089 -0.1869
H -5.5731 0.2274 2.2569 0.0094 -0.2642 0.1335
H -5.5793 0.8389 3.9083 -0.0824 -0.0691 -0.0942
H -5.9970 -2.0810 3.1352 0.5050 0.2135 -0.1030
H -6.6708 -1.1524 4.4247 0.1708 -0.0209 0.2079
H -3.1962 -2.2045 3.4042 -0.0591 -0.1275 0.2784
H -2.7762 -1.3927 4.9537 0.6393 0.0080 0.0549
C -1.6491 -0.4321 -5.6774 0.0255 0.7504 -0.5356
C -1.5704 -1.0548 -4.2968 -0.3875 0.8235 0.3165
C -2.7470 -2.0149 -4.3405 0.3803 0.2198 -0.1842
O -3.7310 -1.3969 -5.1721 -0.4373 0.4425 0.4023
C -3.1511 -0.3103 -5.9156 -0.1326 -0.7490 0.0020
H -1.1859 -1.1190 -6.3839 -0.0034 0.1129 -0.2827
H -1.2094 0.5682 -5.8010 0.3102 -0.4999 0.1783
H -1.8124 -0.3092 -3.5428 0.0368 0.3011 0.2158
H -0.6059 -1.4638 -4.0016 0.0126 -0.3003 -0.2395
H -3.1115 -2.1976 -3.3123 -0.1971 -0.2257 -0.6695
H -2.4510 -2.9046 -4.8875 0.0559 -0.6929 0.4564
H -3.5507 0.6522 -5.5807 0.0332 0.0170 0.3745
H -3.4840 -0.4089 -6.9575 0.3356 -0.1075 0.1192
C -1.0148 -4.9187 2.8549 -0.4587 0.3911 -0.8978
C -0.2682 -6.1681 2.3928 -0.6458 -1.1567 -0.2692
C 0.4997 -5.7373 1.1418 0.6058 0.0673 0.3844
O 0.5738 -4.3186 1.2358 -0.6748 0.2000 -0.5001
C -0.7291 -3.9174 1.7243 1.2602 0.2535 1.2492
H -0.6109 -4.6060 3.8083 0.0475 0.4279 0.0974
H -2.1009 -4.9467 2.9383 -0.0007 -0.6560 0.2779
H -0.9142 -6.9920 2.0777 -0.2252 0.0648 0.3168
H 0.3489 -6.5673 3.1993 0.2232 0.1330 -0.2087
H 0.0002 -6.0713 0.2190 -0.1645 0.2709 0.1278
H 1.5139 -6.1546 1.1015 -0.0692 0.2707 0.0501
H -1.4764 -3.8954 0.9393 -0.1441 -0.3169 -0.2788
H -0.6580 -2.9155 2.1497 0.1709 0.0961 -0.2785
C -3.8537 -3.6953 -0.5319 1.0944 0.7563 1.1697
C -4.4073 -3.7015 0.9294 0.6956 -1.4120 -0.5722
C -5.7930 -4.2881 0.6981 -0.1415 2.0102 0.2367
O -6.2027 -3.6339 -0.5218 -0.2961 -0.6424 0.3820
C -5.0584 -3.2707 -1.3239 -1.0607 0.1551 -0.1252
H -3.4529 -4.6627 -0.8263 -0.2405 -0.2696 0.0332
H -2.9962 -2.9978 -0.5502 -0.4549 -0.0669 -0.4067
H -4.3703 -2.7039 1.3689 -0.3867 -0.0143 -0.1444
H -3.8169 -4.3705 1.5624 0.0635 0.1525 0.0392
H -6.4893 -3.9619 1.4837 -0.0004 -0.1892 -0.2488
H -5.8064 -5.3766 0.6704 0.1118 -0.1364 -0.4178
H -5.1146 -2.1655 -1.4582 0.1670 -0.6994 -0.1485
H -5.2133 -3.8032 -2.2777 0.4759 0.4659 0.1392
C 2.7496 -3.3482 3.3242 -0.0454 0.2748 -0.4895
C 3.8818 -3.6150 4.3095 0.8727 0.7732 -0.4673
C 4.9624 -4.1904 3.3881 -0.3799 -1.1485 0.2270
O 4.8543 -3.4261 2.2126 0.2210 0.1442 -0.1340
C 3.4624 -3.4058 1.9516 -0.9348 1.4576 -0.9179
H 2.2884 -2.3744 3.4891 -0.0422 0.0064 -0.0390
H 1.9379 -4.0702 3.3466 0.1077 -0.1817 0.2071
H 3.5558 -4.1999 5.1564 0.2856 -0.2461 0.2488
H 4.3749 -2.6725 4.6272 -0.7583 -0.2576 0.3197
H 4.7174 -5.1962 3.0662 -0.0782 -0.7437 0.3679
H 5.9686 -4.2209 3.8005 0.0904 0.4256 -0.1508
H 3.0551 -4.2095 1.2975 0.7377 -0.0206 0.6167
H 3.2970 -2.4771 1.3682 -0.0419 -0.4518 0.2807
C -4.2556 1.1733 -2.2925 1.0241 0.6072 -0.1560
C -5.5765 1.6527 -2.8403 -1.2816 -0.7038 0.1474
C -5.8383 2.9876 -2.1334 1.4253 1.0588 -1.4977
O -4.7238 3.1990 -1.2540 -0.0210 -0.5823 0.6262
C -4.1980 1.8908 -0.9697 -0.9062 -0.2278 1.5089
H -3.4583 1.6300 -2.8863 0.1700 -0.3010 -0.1695
H -4.0977 0.0970 -2.2436 -0.1544 0.0360 -0.0034
H -6.3702 0.9788 -2.4997 0.1022 -0.1956 -0.2985
H -5.6268 1.6972 -3.9348 0.0620 0.0847 0.2711
H -6.8473 3.0660 -1.7342 0.1690 -0.0936 0.7210
H -5.6971 3.8201 -2.8316 -0.5533 -0.0151 -0.1550
H -4.8893 1.4255 -0.2367 0.0472 -0.1382 -0.2797
H -3.2527 1.9102 -0.4097 0.0352 0.4766 -0.7015
C 0.1692 -4.8177 -2.9877 1.5239 -0.2603 -0.4680
C 1.6360 -5.0903 -2.4992 -0.7129 -0.4222 -0.0115
C 2.0601 -3.7518 -1.8628 0.4413 0.1736 -0.5151
O 0.9465 -2.8833 -1.9993 -0.1834 0.1384 0.0164
C -0.1968 -3.7197 -2.0570 -1.0815 0.6537 0.4236
H -0.4180 -5.7276 -2.9930 -0.3294 0.0141 0.2377
H 0.2354 -4.4466 -4.0210 -0.1935 -0.0184 0.2235
H 2.1837 -5.4271 -3.3737 0.5914 0.1846 0.1577
H 1.6542 -5.8999 -1.7604 -0.0216 0.1340 -0.1176
H 2.9081 -3.2869 -2.3707 -0.0299 -0.0154 -0.1286
H 2.3209 -3.7835 -0.8087 -0.0177 -0.5458 0.2213
H -1.0179 -3.0855 -2.3642 -0.2359 0.0869 -0.1821
H -0.4677 -4.1217 -1.0738 0.2454 0.0609 0.1396
C 2.1827 4.9804 0.1748 0.8104 0.4795 0.8120
C 3.7311 4.7738 0.2751 -0.6051 -0.1391 -0.1805
C 4.3079 4.6841 -1.1345 0.0848 -0.4797 -0.2888
S 3.0460 5.3684 -2.2233 0.4339 0.1084 0.3777
O 2.4320 4.2368 -2.8780 -0.3055 0.0651 -0.1312
O 3.6360 6.4477 -2.9669 -0.2581 0.1042 -0.4488
C 1.9752 6.0220 -0.9130 0.2166 -0.3361 -0.0622
H 1.8555 5.3069 1.1672 -0.2236 0.0824 -0.2877
H 1.6624 4.0440 -0.0280 0.0599 0.0444 -0.2184
H 3.8949 3.8742 0.8675 0.3908 0.1192 0.0243
H 4.1964 5.6559 0.7296 -0.2738 -0.2710 0.3299
H 4.5219 3.6733 -1.5130 -0.2860 0.2237 0.2921
H 5.2126 5.2677 -1.2759 -0.0258 0.1490 0.0428
H 0.9514 6.1436 -1.2482 -0.0421 -0.1622 -0.3107
H 2.3860 7.0047 -0.6479 0.0036 -0.2666 -0.0156
C 7.2211 0.8247 3.6522 -0.8356 -0.8671 0.2759
C 6.7376 -0.6139 3.1977 0.4117 0.3908 -0.2860
C 6.7657 -0.6579 1.6423 -0.2883 0.6705 0.6064
S 6.2907 1.0726 1.1939 0.5914 -1.0783 1.9828
O 4.9301 1.0882 0.7819 -1.2839 0.2042 -0.8092
O 7.3590 1.6205 0.4437 0.9405 0.7000 -1.5452
C 6.4207 1.8658 2.8223 0.4530 -0.8126 0.4772
H 8.3041 0.8571 3.5697 0.0713 0.3692 -0.5789
H 7.0491 0.9696 4.7241 -0.2173 -0.0613 -0.1474
H 5.7575 -0.8751 3.5988 -0.2628 0.3696 -0.2513
H 7.3774 -1.3920 3.5988 0.3630 -0.0102 0.0514
H 6.1060 -1.4038 1.1756 -0.0969 0.4924 0.3478
H 7.7672 -0.8202 1.2335 -0.0442 0.2550 0.2449
H 5.4231 2.0222 3.2390 0.0094 -0.2601 -0.1119
H 6.8954 2.8485 2.7348 0.0632 -0.3669 -0.2826
C 1.8983 0.0153 0.5746 0.8813 0.6646 -1.6326
C 1.5691 0.5692 -0.8549 -0.3868 0.5811 0.0446
C 0.1772 1.2745 -0.7974 0.9441 -0.6682 1.1788
S -0.7300 0.1762 0.3904 2.2258 -0.9095 -1.1896
O -1.5677 -0.7364 -0.3412 -0.7303 -0.1660 -0.2079
O -1.2157 0.9292 1.4894 -1.1505 1.1383 1.0458
C 0.7328 -0.7617 1.0343 -1.2847 -0.0784 -0.7102
H 2.1076 0.8569 1.2221 0.2280 0.2130 0.1979
H 2.7733 -0.6350 0.5037 0.1100 0.3392 0.1511
H 1.5604 -0.2146 -1.6181 -0.0771 -0.1781 0.2737
H 2.2773 1.3346 -1.1837 0.2139 -0.1881 0.1495
H -0.2872 1.4397 -1.7716 -0.2661 -0.3314 0.3308
H 0.3149 2.2321 -0.2781 -0.3083 -0.1910 -0.1003
H 0.7348 -1.7370 0.5432 -0.2661 -0.0440 0.1429
H 0.6374 -0.8271 2.1107 -0.2632 -0.1327 0.1684
C 2.7165 0.3472 5.1113 0.5315 -0.8317 0.3908
C 2.4601 0.1718 6.6431 -0.6404 -0.5079 -0.2443
C 0.9871 -0.3698 6.8192 0.9917 0.8954 -0.5666
S 0.1572 0.2180 5.2931 0.3411 0.2492 -0.5164
O -0.8239 1.2132 5.5932 -0.8730 0.0343 0.5757
O -0.1476 -0.8825 4.4149 -0.2688 -0.6331 0.2938
C 1.5174 1.0574 4.5300 0.9824 0.6243 0.2886
H 2.7903 -0.6022 4.5812 0.0206 -0.4026 0.3363
H 3.6718 0.8228 4.9033 -0.0339 0.3987 0.1179
H 2.6698 1.1237 7.1447 -0.4756 -0.1241 -0.0379
H 3.0396 -0.5891 7.1614 0.6559 0.1271 -0.3980
H 0.5054 0.0006 7.7162 -0.2873 0.3087 -0.1464
H 1.0180 -1.4540 6.8891 -0.2336 -0.0447 -0.4797
H 1.5192 2.1088 4.8262 -0.3010 -0.0675 -0.0206
H 1.4698 0.9991 3.4374 -0.3526 -0.0701 0.3189
C -3.0096 4.7394 1.7712 -0.4439 0.2546 -0.5476
C -3.2231 3.5684 2.7123 -0.1622 -0.7554 0.3617
C -2.0402 3.4857 3.6857 0.9667 -0.0495 -1.0136
S -0.6690 4.3146 2.7147 -1.8178 -0.9009 0.4399
O 0.4085 3.4200 2.4172 1.0772 -0.5012 0.1058
O -0.4462 5.5548 3.3967 0.6281 0.8462 0.1736
C -1.5922 4.6356 1.2147 -0.2593 0.2330 0.9636
H -3.1397 5.6634 2.3337 0.0384 0.2119 -0.1699
H -3.6950 4.7220 0.9184 -0.1719 0.0445 0.2719
H -3.2897 2.6436 2.1336 0.3583 -0.0546 -0.0480
H -4.1659 3.5771 3.2523 -0.1625 0.4540 0.0887
H -1.7401 2.4661 3.9127 0.0654 -0.0039 -0.1985
H -2.0915 4.0172 4.6373 -0.2788 0.2680 -0.3135
H -1.4997 3.7900 0.5392 0.1882 0.0887 -0.0762
H -1.2284 5.5803 0.8038 0.0596 -0.2937 -0.1272
C -3.3551 4.5152 -4.8555 0.4817 -0.1838 0.6487
C -2.1028 3.8514 -5.4886 0.3493 0.3358 -0.4963
C -1.2195 3.2691 -4.3734 -0.4196 0.8413 0.1432
S -1.2236 4.6468 -3.1833 -1.3450 -0.3720 -0.8563
O -0.2847 5.6309 -3.6278 0.4688 0.3665 0.0437
O -1.1788 4.1238 -1.8475 0.1386 -0.0183 0.6716
C -2.8980 5.3233 -3.5991 0.0075 -0.7004 -0.0527
H -3.9478 3.7099 -4.4271 -0.3353 -0.1684 -0.2026
H -4.0140 5.1055 -5.5148 0.6061 -0.2995 0.0549
H -1.5270 4.6141 -6.0095 0.1479 0.1392 -0.0180
H -2.2914 3.0907 -6.2463 -0.4282 -0.0366 0.1236
H -0.1709 3.0970 -4.6390 -0.2386 0.0664 -0.0984
H -1.6576 2.3707 -3.9246 0.0527 0.2324 0.1002
H -2.8207 6.4141 -3.6679 0.2351 -0.3456 -0.3437
H -3.6066 5.0809 -2.8077 0.3559 0.0526 0.3525
C 2.9902 -1.5440 -4.8018 0.0988 0.5000 -0.2388
C 3.5518 -0.3588 -3.9317 -0.9244 -0.1203 -1.0229
C 2.6498 0.8597 -4.2801 0.3939 -0.7850 -0.7143
S 2.5175 0.7450 -6.1057 -0.1017 -1.1925 0.5726
O 3.6453 1.4082 -6.6717 0.5529 0.7056 -0.5203
O 1.1692 0.9850 -6.5570 -0.0715 0.5683 0.1251
C 2.7850 -1.0571 -6.2734 0.5801 0.3562 1.2416
H 2.0515 -1.8636 -4.3528 -0.1568 -0.0611 -0.0460
H 3.6582 -2.3999 -4.8393 0.1064 -0.0812 0.3009
H 4.6023 -0.1549 -4.2077 -0.4775 0.0386 0.3282
H 3.4340 -0.5716 -2.8707 0.3577 -0.1254 0.0074
H 3.0646 1.8003 -3.9378 0.0460 0.3206 -0.3843
H 1.6195 0.7899 -3.9421 -0.0578 -0.3399 0.3230
H 3.7116 -1.2376 -6.8378 -0.4102 0.3439 0.0310
H 1.9228 -1.4693 -6.7897 0.0024 -0.0354 0.0968
```
Positions in Å, forces in eV/Å.

Properties
HOMO-LUMO gap, hartree: 0.35083
LUMO energy, eV: 0.09
HOMO level, eV: -9.45
Charge: 0
Total energy, Ha: -6568.10038
Molar mass, g/mol: 1345.960

Löwdin population analysis, charges in e, atoms 1 to 2: atom 1 (C): -0.156, atom 2 (C): -0.148

***

Question: What is the HOMO-LUMO gap in the first record?
Answer: 0.46007 hartree